No. 1
This record from the OMol25 dataset describes a structure of composition C27H56AlBrKN2O4 at a distorted geometry. The level of theory is ωB97M-V/def2-TZVPD.

Last column: Mulliken charge in e.
Cartesian coordinates (Å):
H 2.2769 -3.1435 -2.6769  0.401
H -4.3672 0.8344 -4.4003  0.431
H -5.9520 1.6720 -2.8271  0.394
H 2.8589 7.9276 4.8228  0.347
H -3.7713 2.3378 -3.7327  0.374
H -3.8272 -1.4709 -1.3975  -0.255
H -4.3285 -0.1483 -0.3308  0.142
H -0.5944 3.2090 -0.2918  0.758
N 0.5573 -3.8151 -0.6027  0.802
H -2.8651 -0.4638 -3.1020  0.280
C -2.0067 1.0425 -1.8382  1.436
H -3.4871 -4.7132 -1.9458  -0.083
H 1.4638 1.2368 1.1966  -0.497
H 3.2327 -5.2714 0.9115  0.461
H -0.0905 -1.8207 2.4235  1.118
H -2.7281 1.5099 -1.1750  0.293
C 2.2753 1.4344 -0.8144  -0.012
C 2.2084 -2.4199 -1.8696  -2.002
H -0.5153 -1.6030 0.1632  0.434
H 2.2947 -1.4422 -2.3198  0.393
H 0.3062 -1.6450 4.8623  0.319
N 2.1680 6.4911 3.4471  0.073
C 1.4634 -1.4967 0.9646  4.226
C 0.8189 -2.5186 -1.2641  1.601
H 0.4740 -0.4724 -0.6958  -1.054
H -0.2775 -3.2941 -2.9903  0.427
C 2.3361 0.9308 0.6403  -0.016
H -0.2744 1.5137 -0.0082  -1.284
H -1.8915 -5.1561 -2.5320  0.033
C -3.9751 1.2977 -3.4985  -1.256
O -3.4104 -5.5647 -3.8539  -0.312
C 0.4933 -1.4435 -0.2270  -0.448
H -0.4051 -0.2561 4.0644  0.052
C 0.7194 -5.0527 1.5120  -1.932
C -0.8448 1.9916 -2.0385  -1.455
C -0.1231 2.3268 -0.7244  1.092
H 1.5244 3.2383 -1.7969  0.494
H 0.1424 -1.5719 -3.0845  0.494
H 1.4534 -5.3496 2.2487  0.571
H -5.3984 -0.9222 -3.0148  0.445
C 0.6589 -1.0487 2.1900  0.230
C 1.4759 -4.1667 0.5086  1.527
O -0.6957 -4.0551 -0.3846  -0.271
C 2.7519 6.9097 2.3287  1.079
H -0.0432 -4.5015 2.0547  0.391
C 0.5457 -0.6789 4.4236  -0.395
C -4.6836 -0.9398 -0.9833  -0.346
H 1.2265 7.3126 5.1164  0.305
H -0.1099 1.5711 -2.7232  0.341
H 1.6234 5.6664 3.2532  -0.289
H 3.0375 8.9997 2.6718  0.391
H 3.1012 -2.8865 1.1554  0.491
C 2.2302 7.0445 4.7896  -0.836
C 1.3544 2.6546 -0.8986  -1.358
K -1.4644 0.9958 2.2577  1.035
C -5.4713 -0.2841 -2.1383  -0.792
C -0.1831 -2.3715 -2.4345  -1.348
O 2.5657 6.2691 1.2830  -0.371
H -6.5167 -0.2747 -1.8481  0.353
H 3.2959 -0.8498 -0.0319  0.479
H -1.9282 0.7199 -3.9551  0.599
H 2.2771 -5.9315 -0.4470  0.429
H 3.1650 1.4715 1.0813  0.641
H -4.8225 1.6495 -1.5062  0.333
H 1.9496 0.6528 -1.5008  -0.359
H 0.1140 -0.1114 1.9627  -2.433
C -2.9560 -5.4459 -2.6056  0.021
C 2.6704 -0.5577 0.8043  -2.037
C 2.0281 -2.9216 1.2864  -2.708
H 1.6390 3.2929 -0.0657  0.157
C -5.0711 1.1650 -2.4488  -0.627
C -2.6560 0.6016 -3.1613  -1.051
C 2.6500 -5.0350 0.0344  -1.669
H -1.1427 -2.0587 -2.0348  -0.209
H 1.8694 -3.1263 2.3370  0.399
H -1.1742 2.9280 -2.4792  0.528
H 3.2727 -0.6628 1.6998  0.761
H -5.3048 -1.6091 -0.3966  0.490
H 3.3043 -4.5086 -0.6505  0.322
O 1.4399 -0.8216 3.3276  -0.390
Br 0.8624 3.3927 2.8950  -0.364
H 4.4577 7.9843 3.0373  0.393
H 4.0132 8.3255 1.3590  0.326
H 3.0136 -2.5925 -1.1736  0.359
H 0.9341 -0.0092 5.1779  0.300
H 2.6353 6.2960 5.4694  0.293
H 3.2780 1.7069 -1.1162  0.588
H -2.9681 -6.3832 -2.0193  0.376
C 3.6229 8.1379 2.3548  -1.346
H -1.6284 0.1510 -1.3391  -0.862
Al -2.4712 -3.9252 0.2294  0.419
H 0.3406 -5.9521 1.0417  0.417

Values from the calculation:
- net charge = +2
- frontier orbital gap (spin up / spin down) (eV) = 4.4 / 7.1
- HOMO level (spin up / spin down) (eV) = -13.29 / -14.54
- energy (eV) = -133023.3684
- 2S+1 = 2

---

No. 2
This record from the OMol25 dataset describes a cluster of 2 separate species, ClHNO in total at a distorted geometry. The level of theory is ωB97M-V/def2-TZVPD.

Last column: Mulliken charge in e.
Cartesian coordinates (Å):
O 1.2099 0.9193 0.3468  -0.253
H -0.5444 0.4623 -0.5276  0.256
Cl -3.5572 0.0649 0.0436  -0.954
N 0.6396 0.4512 -0.6277  -0.050

Values from the calculation:
- net charge = -1
- frontier orbital gap (eV) = 6.8
- HOMO level (eV) = -3.82
- energy (eV) = -16075.4108
- energy relative to the best compared isomer or geometry (same formula, charge and spin) (kcal/mol) = 6.8
- 2S+1 = 1

---

No. 3
This record from the OMol25 dataset describes a cluster of 2 separate species, C2H7NS2 in total at a distorted geometry. The level of theory is ωB97M-V/def2-TZVPD.

Last column: Mulliken charge in e.
Cartesian coordinates (Å):
C -2.6396 -3.5400 -3.2411  -0.239
N -2.2922 -3.2843 -4.4307  -0.466
C 2.8842 2.6334 2.6468  -0.761
H -2.2810 -4.4140 -2.7128  0.263
H -2.6743 -2.4060 -4.7867  0.249
H -3.4314 -2.9015 -2.8303  0.193
S 1.1625 3.2922 2.7549  -0.030
H 3.6110 3.3362 3.0332  0.285
H -0.5477 1.4517 1.7887  0.139
S 0.1163 1.6323 2.8945  -0.199
H 2.9139 1.7443 3.2703  0.286
H 3.1781 2.4557 1.6131  0.280

Values from the calculation:
- frontier orbital gap (eV) = 9.5
- HOMO level (eV) = -8.93
- SMILES = C=N.CSS
- energy (eV) = -25346.7786
- energy relative to the best compared isomer or geometry (same formula, charge and spin) (kcal/mol) = 29.3
- 2S+1 = 1

---

No. 4
This record from the OMol25 dataset describes a cluster of 2 separate species, C4H11NO in total at a distorted geometry. The level of theory is ωB97M-V/def2-TZVPD.

Last column: Mulliken charge in e.
Cartesian coordinates (Å):
N -3.0585 -2.5769 4.6091  -0.321
H -3.1231 -2.6713 5.5937  0.214
C 2.4950 1.0039 -1.2875  -1.086
H 0.3077 1.0014 -1.4528  0.278
O -2.6843 -0.3067 4.2443  -0.519
H -3.1537 -1.6964 2.8392  0.206
H 3.3468 0.8680 -1.9540  0.303
H 2.5282 2.0229 -0.8942  0.293
H 2.6587 0.3789 -0.4077  0.313
C 1.1940 0.7540 -2.0325  -0.080
H 1.9683 1.1326 -4.0162  0.307
H 1.1328 -0.2946 -2.3276  0.209
C 1.1503 1.4749 -3.3681  -1.203
C -2.9259 -1.4345 3.8930  0.195
H 1.1167 2.5602 -3.4573  0.338
H 0.3192 1.1419 -4.0058  0.328
H -3.2720 -3.3584 4.0244  0.225

Values from the calculation:
- frontier orbital gap (eV) = 11.0
- HOMO level (eV) = -10.12
- SMILES = NC=O.CCC
- energy (eV) = -7863.8770
- energy relative to the best compared isomer or geometry (same formula, charge and spin) (kcal/mol) = 15.6
- 2S+1 = 1

---

No. 5
This record from the OMol25 dataset describes a structure of composition C34H28F12NO4PdS at a distorted geometry. The level of theory is ωB97M-V/def2-TZVPD.

Last column: Mulliken charge in e.
Cartesian coordinates (Å):
H -4.1621 -2.6127 0.8299  0.333
N 0.1204 -1.3269 0.2049  1.290
H -2.5261 5.9287 1.8697  0.422
H 1.8883 -6.6824 -2.2404  0.388
H -4.2023 0.2427 -2.0453  0.389
C -3.2978 -2.1015 1.2305  -1.323
H 0.0960 -3.7677 1.0249  0.577
C 0.0106 1.3117 3.3191  0.189
S 0.5450 2.9631 -0.6657  1.177
H -2.0496 -2.6061 -0.4261  0.603
F 0.7497 1.6717 4.3749  -0.326
C 1.3110 -0.8778 -2.4890  1.178
H 6.0379 0.4897 1.5415  0.377
F -0.4766 -0.4990 5.2902  -0.291
C 0.3233 -0.9634 4.3019  0.472
F 0.0277 -2.2662 4.1856  -0.281
C 0.6989 -1.1053 -3.9098  0.606
O 1.3154 3.2885 -1.8630  -0.765
Pd 1.1247 0.5787 0.2249  0.140
C -1.3142 1.9398 -2.4862  -0.703
H 3.9055 1.5138 0.0247  0.307
F 1.5640 -0.9020 4.7892  -0.263
C -0.9745 -1.4150 0.9930  0.205
H -1.4668 1.6919 0.8973  0.181
H -2.7606 1.1222 -3.8368  0.436
C -3.4096 -1.4226 2.4408  0.302
F 3.7280 -1.3944 -2.9113  -0.323
F 0.3304 0.0366 -4.4920  -0.224
F 2.9478 0.4028 -3.7578  -0.304
C -1.1311 4.7048 0.8076  -0.037
H 2.3118 -3.2444 -3.3168  0.475
C -2.1182 -2.1032 0.5274  0.103
C -2.0846 5.7050 0.9107  -0.739
O 0.6747 0.1561 -1.9443  -0.140
C 0.6351 -2.3575 -0.4924  0.055
C 2.4299 -5.7667 -2.4649  -1.615
H -5.2408 -0.4336 2.9619  0.272
C -1.7442 1.5587 -0.1429  -0.131
C 3.9615 -0.0328 1.2254  0.467
C 1.8312 -3.3370 -2.3559  -0.545
F -0.3969 -1.8791 -3.8773  -0.297
C -2.4838 1.2702 -2.8019  -0.678
C -2.4859 6.4053 -0.2139  -0.438
H -2.3680 -0.2924 3.8943  0.503
H -0.6577 2.3178 -3.2523  0.472
C -2.9260 0.9142 -0.4662  -0.881
H 1.1345 -5.7028 -0.0678  0.387
C 1.1677 -4.7340 -0.5444  -1.196
H -0.4860 4.9020 -2.4924  0.426
C 0.1828 -0.2046 2.9323  1.817
C 5.4534 -0.2512 0.9995  -1.558
C -0.5794 4.4167 -0.4271  0.128
F 3.2121 0.2356 -1.6279  -0.027
C -3.2905 0.7673 -1.7949  -0.882
H 3.4602 -5.8933 -2.1309  0.297
H 3.3794 -0.7737 0.6484  -0.126
H 3.7031 -0.1448 2.2797  0.374
C 1.2867 -2.2187 -1.7440  -1.123
H -4.5261 -1.3670 4.2664  0.384
C -1.9086 6.1309 -1.4426  -0.702
C -2.2790 -0.7886 2.9397  -0.251
C -0.9506 5.1389 -1.5478  -0.552
F -1.2353 1.7631 3.5749  -0.333
H -5.3486 -2.1950 2.9334  0.405
H -3.5509 0.5149 0.3174  0.704
H -0.8231 4.1568 1.6831  0.371
H -2.2200 6.6786 -2.3197  0.382
C -1.0760 -0.7684 2.2522  -0.832
C -4.7062 -1.3564 3.1936  -1.599
C 1.7972 -4.5960 -1.7771  0.344
O 1.3351 -0.3110 2.2873  -0.910
C 2.7969 -0.4369 -2.7257  0.203
H -3.2468 7.1679 -0.1338  0.369
H 5.6931 -0.1943 -0.0616  0.343
F 0.4440 2.0836 2.2884  -0.103
O 3.5423 1.2932 0.8934  -0.517
H 2.4411 -5.6184 -3.5416  0.394
C 0.5897 -3.6550 0.0712  -0.123
H 5.7373 -1.2371 1.3587  0.403
F 1.5307 -1.7026 -4.7949  -0.307
C -0.9556 2.0745 -1.1605  0.798

Values from the calculation:
- net charge = -1
- frontier orbital gap (spin up / spin down) (eV) = 7.0 / 5.8
- HOMO level (spin up / spin down) (eV) = -4.44 / -4.85
- energy (eV) = -92318.4624
- energy relative to the best compared isomer or geometry (same formula, charge and spin) (kcal/mol) = 14.6
- 2S+1 = 3

---

No. 6
This record from the OMol25 dataset describes a cluster of 8 separate species, C32H40N8 in total at a distorted geometry. The level of theory is ωB97M-V/def2-TZVPD.

Last column: Mulliken charge in e.
Cartesian coordinates (Å):
H -1.5090 -3.5342 9.4665  0.204
H -5.6015 5.5000 5.0734  0.223
C -0.7934 -3.6966 7.5030  -0.400
H -3.0852 0.5304 -9.2486  0.362
H -0.9076 -2.6449 7.2853  0.365
C 7.5119 -3.2033 3.5778  -0.559
H -4.2884 5.0730 7.1826  0.358
C 5.2913 -3.5840 -5.1843  -0.296
H 5.7393 -4.5151 3.9357  0.383
C -0.3300 -4.7843 6.7915  -0.397
C 6.4052 -3.7843 -4.3430  -0.288
H 1.4223 5.6212 -0.6104  0.228
H -0.9069 -1.3108 -5.9558  0.404
H -2.8127 0.5527 -6.5554  0.393
C 6.2025 -3.5410 3.8809  -0.289
C -3.8928 4.8988 6.1928  -0.454
C -0.7366 5.6086 -3.0121  -0.394
C -2.7243 4.1805 4.4056  -0.412
C -7.8429 1.7597 -1.2681  -0.368
C -0.8171 -1.0947 1.7980  -0.544
H 5.3146 -2.9553 -7.3775  0.361
C -0.2085 6.2642 -1.8726  -0.552
C 7.5334 -3.5871 -5.1072  -0.574
H -8.7533 2.7002 -2.8549  0.210
H 4.4789 -2.2670 4.2948  0.393
H 6.3144 -0.1825 4.1033  0.353
H -6.3513 3.8093 -3.2955  0.352
H -0.0353 3.8129 -4.1247  0.428
H -0.5279 7.1790 -1.3956  0.358
C -2.7087 4.2390 5.8679  -0.422
C 0.9923 4.3739 -2.2081  -0.518
C -1.2332 -0.9692 -6.9270  -0.403
C -2.2192 -0.0570 -7.2205  -0.443
H 7.8653 -3.0101 -7.1258  0.208
H 1.1010 -1.4095 -0.7934  0.379
C 6.3828 -1.2577 4.0276  -0.371
H 0.0681 -6.8329 7.3285  0.369
H -1.1700 0.2640 -1.0848  0.413
N -4.6365 5.2020 5.0649  -0.029
H 8.5627 -3.6893 -4.7966  0.348
N -7.9083 2.5772 -2.3154  0.001
C -6.5247 1.6788 -0.8355  -0.380
N 0.7590 5.4002 -1.3393  -0.035
C 5.7778 -3.2369 -6.4434  -0.488
H -1.9563 3.8753 6.5521  0.382
C -6.6182 3.0564 -2.5687  -0.580
H -2.0060 3.6978 3.7595  0.423
H -4.6429 2.7410 -1.5645  0.447
H 0.0388 -4.7442 5.7772  0.390
H 0.9705 -2.4042 1.5299  0.400
C -3.8884 4.8053 3.9663  -0.460
C -0.7967 -0.2857 -0.2335  -0.721
H 8.2963 -1.2012 3.4402  0.215
N 7.1866 -3.2116 -6.4054  -0.020
H 4.2640 -3.6961 -4.8705  0.377
C 0.2916 -1.1252 -0.1374  -0.259
C 0.2699 -1.6627 1.1755  -0.335
N -1.3552 -0.1757 0.9760  0.073
C -0.8388 -1.5260 -8.0877  -0.486
N 7.5555 -1.8252 3.7263  -0.025
H 8.3622 -3.8551 3.4414  0.349
C -5.7000 2.5376 -1.6517  -0.389
H -4.3350 5.0773 3.0214  0.390
C -0.2414 -5.8478 7.6448  -0.351
H -0.7887 -5.9503 9.8266  0.366
H -1.1425 -1.0960 2.8278  0.377
H -1.3958 -1.0289 -10.1363  0.191
H 1.8311 3.6960 -2.1509  0.377
H -1.5000 5.9602 -3.6902  0.384
C -0.6902 -5.4544 8.8722  -0.534
H -2.0703 0.4819 1.2522  0.217
C -2.4178 0.0007 -8.5849  -0.365
C 0.0371 4.4785 -3.2773  -0.273
H -6.2813 1.0100 -0.0231  0.359
H -0.1128 -2.2993 -8.2911  0.362
H 6.2734 -3.9979 -3.2926  0.372
H -8.7491 1.2111 -1.0581  0.348
C 5.5418 -2.3246 4.1123  -0.449
N -1.0504 -4.1229 8.7859  -0.012
N -1.5383 -0.8715 -9.1489  -0.013

Values from the calculation:
- frontier orbital gap (eV) = 8.4
- HOMO level (eV) = -7.91
- SMILES = c1cc[nH]c1.c1cc[nH]c1.c1cc[nH]c1.c1cc[nH]c1.c1cc[nH]c1.c1cc[nH]c1.c1cc[nH]c1.c1cc[nH]c1
- energy (eV) = -45748.9144
- energy relative to the best compared isomer or geometry (same formula, charge and spin) (kcal/mol) = 78.6
- 2S+1 = 1

---

No. 7
This record from the OMol25 dataset describes a cluster of 3 separate species, C4H9N in total. The level of theory is ωB97M-V/def2-TZVPD.

Last column: Mulliken charge in e.
Cartesian coordinates (Å):
C 0.0937 -0.5487 1.2323  -0.619
H 0.8926 -1.5195 -0.7156  0.065
C 1.6805 0.1567 -0.4968  -0.580
H 1.6557 0.8737 -1.3128  0.249
C -1.5381 0.3953 -0.5768  -1.146
C -0.6148 0.6022 0.6042  0.241
N 0.8127 0.3179 0.4955  0.005
H 0.3883 -1.6820 -0.0220  -0.033
H 0.2431 -0.8728 2.2544  0.267
H -1.2325 -0.4650 -1.1765  0.314
H 2.6321 -0.3030 -0.2483  0.318
H -0.8059 1.5207 1.1673  0.305
H -2.5561 0.2147 -0.2156  0.311
H -1.5634 1.2838 -1.2178  0.303

Values from the calculation:
- frontier orbital gap (eV) = 9.1
- HOMO level (eV) = -7.95
- energy (eV) = -5778.8502
- energy relative to the best compared isomer or geometry (same formula, charge and spin) (kcal/mol) = 114.4
- 2S+1 = 1